# 1
Computed, not measured: 11 unconnected molecules or ions with the total composition C44H80N8O6S3 in a non-equilibrium geometry, with ωB97M-V/def2-TZVPD.

## Properties
highest occupied orbital energy = -10.28 eV
frontier orbital gap = 10.709 eV
multiplicity = 1

Last column: Löwdin charge in e.
Atoms and positions in Å:
S1 -10.17884 -13.91792 12.89479  0.692
S2 -13.91007 -14.89183 10.97089  0.683
S3 -18.37280 -11.83642 13.25247  0.636
O1 -18.15801 -12.78356 12.23575  -0.304
O2 -8.79813 -13.80684 13.23869  -0.331
O3 -18.95128 -10.55520 12.90993  -0.318
O4 -10.62970 -12.95421 11.86446  -0.350
O5 -13.05725 -15.92205 10.42574  -0.335
O6 -13.93425 -14.64881 12.40643  -0.330
N1 -21.92903 -17.48434 9.21007  0.148
N2 -16.73057 -17.91284 7.77404  0.155
N3 -16.17529 -9.35771 7.61256  0.161
N4 -13.46518 -14.31579 2.42238  0.140
N5 -18.70808 -12.70874 7.34186  0.171
N6 -15.47742 -20.42209 11.62893  0.144
N7 -15.93364 -19.04418 16.05147  0.137
N8 -19.21556 -16.07319 13.99581  0.167
C1 -16.31044 -13.32442 4.95533  -0.228
C2 -11.01511 -16.27222 13.78560  -0.193
C3 -20.37321 -17.54320 7.08372  -0.174
C4 -17.32536 -11.23071 15.55495  -0.204
C5 -16.12396 -15.83334 14.89858  -0.241
C6 -15.03365 -12.83222 9.71709  -0.194
C7 -19.38708 -16.55464 12.97871  -0.185
C8 -15.57298 -18.06781 7.93505  -0.194
C9 -12.84305 -10.87375 4.18698  -0.121
C10 -15.73450 -14.60195 5.60057  -0.109
C11 -13.14379 -10.75805 2.73762  -0.288
C12 -17.28187 -8.62518 10.93998  -0.224
C13 -11.13928 -13.81075 14.50442  -0.186
C14 -13.39844 -18.51656 6.62545  -0.243
C15 -15.30728 -17.05217 14.36200  -0.147
C16 -20.04144 -19.64637 12.67509  -0.093
C17 -14.60215 -21.75301 13.69738  -0.177
C18 -16.82118 -9.33103 8.55263  -0.254
C19 -16.07580 -14.00058 9.53237  -0.160
C20 -16.64925 -12.13056 5.89506  -0.202
C21 -13.11755 -13.22933 2.18246  -0.204
C22 -15.62146 -15.12900 10.49953  -0.202
C23 -11.74323 -15.19041 14.68345  -0.230
C24 -13.05619 -21.61379 13.77657  -0.233
C25 -18.34708 -12.34995 15.88801  -0.176
C26 -15.12593 -21.01646 12.55897  -0.241
C27 -12.59901 -11.86512 1.88003  -0.182
C28 -15.91081 -9.09437 11.44780  -0.094
C29 -19.10220 -16.18185 5.33919  -0.114
C30 -15.63655 -18.26048 15.26910  -0.217
C31 -12.65224 -20.14652 13.91132  -0.113
C32 -19.83121 -16.13180 6.66479  -0.271
C33 -14.10318 -18.40373 8.03085  -0.159
C34 -13.77917 -17.38542 5.64107  -0.117
C35 -17.84095 -12.39856 6.64935  -0.250
C36 -10.55378 -15.61605 12.52529  -0.252
C37 -16.85718 -11.39236 14.08897  -0.208
C38 -19.24649 -12.49107 14.65928  -0.211
C39 -19.42260 -18.71739 11.63149  -0.280
C40 -13.62485 -13.36367 10.03408  -0.196
C41 -17.71725 -9.38763 9.66287  -0.180
C42 -15.53041 -15.27579 16.23702  -0.050
C43 -21.18487 -17.45963 8.34293  -0.216
C44 -19.85488 -17.29953 11.80562  -0.228
H1 -11.95005 -13.11089 14.34021  0.087
H2 -11.64212 -15.55821 15.71046  0.115
H3 -16.91465 -11.22050 5.40715  0.101
H4 -17.28111 -13.55258 4.41688  0.119
H5 -10.37308 -13.46703 15.29857  0.133
H6 -16.44376 -15.02273 6.28707  0.043
H7 -16.10787 -14.26044 8.46242  0.088
H8 -14.84182 -17.41987 5.31362  0.069
H9 -12.67197 -11.70382 0.83276  0.108
H10 -18.33434 -18.86498 11.63978  0.097
H11 -14.90073 -22.81554 13.68677  0.129
H12 -9.63855 -16.07067 12.08178  0.132
H13 -16.28220 -15.23880 11.36954  0.100
H14 -14.52180 -15.01650 16.01215  0.046
H15 -13.57735 -19.48635 6.14828  0.102
H16 -14.24016 -16.92238 14.50455  0.080
H17 -14.76124 -14.43841 6.07632  0.070
H18 -18.39893 -17.03178 5.27659  0.078
H19 -19.55537 -13.50765 14.39425  0.078
H20 -17.06292 -13.61248 9.74066  0.090
H21 -15.58516 -17.19519 13.28462  0.119
H22 -15.24481 -12.05433 10.49161  0.110
H23 -12.90923 -9.76838 2.32171  0.119
H24 -19.13898 -15.78109 7.47335  0.102
H25 -16.00831 -15.16276 14.11562  0.053
H26 -12.88311 -19.49497 13.03424  0.083
H27 -15.78942 -11.95742 6.53040  0.092
H28 -19.53008 -18.26794 7.24764  0.107
H29 -17.77878 -13.23806 16.04478  0.078
H30 -20.64999 -15.43015 6.66684  0.100
H31 -13.64540 -16.39449 6.14895  0.067
H32 -12.33023 -18.49797 6.75839  0.093
H33 -12.78174 -15.14885 14.40142  0.051
H34 -16.05819 -12.18157 14.10511  0.125
H35 -16.05831 -14.43534 16.59632  0.032
H36 -13.15320 -19.70959 14.76663  0.057
H37 -12.98225 -12.67617 10.61845  0.101
H38 -12.72813 -22.21853 14.57113  0.089
H39 -15.45472 -8.43510 12.22018  0.088
H40 -16.44370 -10.53204 13.65634  0.051
H41 -15.68334 -16.10355 10.05021  0.069
H42 -14.98327 -21.21442 14.54169  0.083
H43 -18.86904 -12.06728 16.80720  0.123
H44 -11.72076 -10.89318 4.27917  0.096
H45 -18.71605 -9.04115 9.34214  0.135
H46 -13.18904 -11.84865 4.61511  0.078
H47 -13.06469 -13.70752 9.11399  0.124
H48 -11.36682 -15.61894 11.85769  0.037
H49 -11.60818 -20.06349 14.12912  0.060
H50 -20.94879 -17.97951 6.28731  0.104
H51 -15.85825 -10.11445 11.74287  0.021
H52 -13.11546 -17.32839 4.77045  0.075
H53 -18.08184 -8.80051 11.63668  0.073
H54 -17.97431 -10.44971 9.76095  0.120
H55 -19.82640 -19.35732 13.65224  0.046
H56 -12.62853 -22.02967 12.85549  0.113
H57 -21.11702 -19.68325 12.44085  0.081
H58 -15.58268 -15.27034 4.76006  0.063
H59 -15.22585 -9.04749 10.52227  0.095
H60 -16.57144 -11.34457 16.25559  0.082
H61 -15.10456 -12.33863 8.77273  0.076
H62 -13.57332 -17.55883 8.52378  0.090
H63 -13.22795 -10.14055 4.85603  0.064
H64 -11.57025 -12.01457 2.07544  0.104
H65 -19.70730 -18.92735 10.55518  0.113
H66 -20.93545 -17.25050 11.80989  0.102
H67 -13.88121 -19.29841 8.70859  0.134
H68 -14.26095 -10.74684 2.72460  0.119
H69 -17.81162 -10.23695 15.68415  0.130
H70 -17.13881 -16.19362 14.96201  0.057
H71 -15.60913 -12.91629 4.20725  0.085
H72 -19.80275 -16.21814 4.47565  0.088
H73 -10.11181 -16.58248 14.33724  0.118
H74 -18.58383 -15.24571 5.26795  0.026
H75 -19.60035 -16.70192 10.84801  0.134
H76 -11.65721 -17.15652 13.58848  0.110
H77 -19.69682 -20.70396 12.49715  0.090
H78 -17.31205 -7.58161 10.78141  0.095
H79 -20.16099 -11.96210 14.66222  0.089
H80 -15.57182 -16.11348 16.97013  0.089

---

# 2
Computed, not measured: 2 unconnected molecules or ions with the total composition C4H6N in a non-equilibrium geometry, with ωB97M-V/def2-TZVPD.

## Properties
highest occupied orbital energy (spin up / spin down) = -13.74 / -13.74 eV
frontier orbital gap (spin up / spin down) = 5.805 / 5.806 eV
multiplicity = 1
net charge = +1

Last column: Löwdin charge in e.
Atoms and positions in Å:
N1 -1.58463 0.38531 -0.43818  0.043
C1 -2.66259 0.15128 0.05661  -0.120
C2 2.10100 0.04899 -0.04362  -0.043
C3 1.15173 -0.51611 0.66723  0.239
C4 3.22067 0.24479 -0.56777  0.370
H1 4.15807 0.47070 -0.99676  0.088
H2 -1.55111 0.67978 -1.41711  0.078
H3 -3.63465 0.30069 -0.34202  0.071
H4 1.36722 -1.56283 0.94604  0.143
H5 -2.86725 -0.15110 1.07363  0.072
H6 0.30153 -0.05150 1.06197  0.059

---

# 3
Computed, not measured: C5H9P in the gas phase in a non-equilibrium geometry, with ωB97M-V/def2-TZVPD.

## Properties
highest occupied orbital energy = -7.99 eV
frontier orbital gap = 8.541 eV
multiplicity = 1

Last column: Löwdin charge in e.
Atoms and positions in Å:
P1 1.90035 0.18320 -1.04876  0.991
C1 -0.29395 1.66703 -0.33212  -0.166
C2 0.92356 -1.15105 1.52732  -0.089
C3 1.11516 -0.30418 0.33244  -0.661
C4 -1.11659 -0.64000 -1.00984  -0.069
C5 0.02089 0.20613 -0.47803  -0.713
H1 -0.06769 -1.56877 1.29717  0.072
H2 -0.07256 2.33654 -1.26663  0.103
H3 -1.31505 1.89348 -0.26131  0.034
H4 1.80299 -1.87437 1.58032  0.098
H5 -1.57534 -0.99064 -0.16606  0.027
H6 0.19783 2.07467 0.55636  0.073
H7 0.90441 -0.42966 2.38470  0.096
H8 -1.69746 0.15883 -1.53947  0.092
H9 -0.72656 -1.56119 -1.57609  0.112

---

Values of ΔE to the lowest compared entry with this formula, charge and spin, in order: 45.3; 98.1; 40.5, all in kcal/mol.